[1]
{
  "formula": "C34H49BBr3Cl4F3K2N3O20P",
  "method": "ωB97M-V/def2-TZVPD",
  "elements": ["C", "C", "B", "C", "C", "C", "C", "O", "C", "C", "C", "O", "C", "F", "F", "F", "P", "N", "O", "O", "O", "H", "H", "H", "H", "H", "H", "H", "H", "H", "H", "H", "H", "H", "H", "H", "H", "H", "H", "H", "C", "C", "C", "O", "C", "C", "C", "O", "O", "O", "H", "H", "H", "H", "C", "Cl", "Cl", "Cl", "Cl", "C", "Br", "Br", "Br", "H", "C", "C", "C", "O", "C", "C", "C", "O", "O", "O", "H", "H", "H", "H", "O", "C", "O", "C", "C", "C", "H", "H", "H", "H", "H", "H", "H", "H", "K", "N", "O", "O", "O", "C", "C", "O", "C", "H", "H", "H", "H", "H", "H", "K", "C", "O", "N", "C", "C", "H", "H", "H", "H", "H", "H", "H"],
  "coordinates": [[3.320, -0.820, 5.741], [3.027, -1.982, 5.143], [2.676, -2.099, 3.511], [1.051, -1.807, 3.338], [0.095, -2.997, 3.254], [0.311, -3.836, 2.012], [0.016, -3.856, 4.512], [3.300, -3.204, 2.750], [3.486, -2.637, 1.487], [3.770, -1.077, 1.673], [2.679, -0.213, 0.963], [2.316, 0.813, 1.867], [1.273, 1.601, 1.659], [0.675, 1.815, 2.851], [1.575, 2.814, 1.147], [0.276, 1.081, 0.876], [5.506, -0.597, 1.354], [6.300, -0.333, 2.643], [5.539, 0.681, 0.402], [6.191, -1.754, 0.485], [3.454, -0.948, 3.010], [4.055, -0.789, 6.555], [2.877, 0.098, 5.401], [3.033, -2.917, 5.740], [0.833, -1.176, 2.477], [0.740, -1.238, 4.207], [-0.894, -2.568, 3.158], [0.601, -3.219, 1.168], [-0.567, -4.415, 1.748], [1.127, -4.531, 2.181], [0.193, -3.251, 5.392], [-1.034, -4.159, 4.510], [0.699, -4.695, 4.448], [4.257, -3.213, 0.983], [2.606, -2.738, 0.859], [1.876, -0.910, 0.776], [3.009, 0.203, 0.017], [5.677, -0.442, 3.436], [5.592, 0.414, -0.528], [5.560, -2.159, -0.129], [2.580, -4.859, -3.194], [2.029, -5.778, -4.006], [0.559, -6.123, -3.939], [0.140, -6.951, -4.727], [-0.262, -5.454, -2.945], [0.295, -4.545, -2.134], [1.756, -4.181, -2.222], [2.169, -3.316, -1.462], [-0.394, -3.896, -1.202], [2.712, -6.442, -4.918], [3.628, -4.601, -3.237], [-1.309, -5.719, -2.891], [0.247, -3.319, -0.741], [2.075, -7.037, -5.364], [0.483, 0.007, -3.006], [0.137, -0.128, -4.706], [-0.493, -1.199, -2.112], [2.174, -0.291, -2.727], [0.075, 1.672, -2.461], [-2.187, 3.208, 4.011], [-2.045, 4.708, 5.196], [-1.755, 1.557, 4.891], [-3.928, 3.111, 3.189], [-1.464, 3.355, 3.224], [-4.524, -4.774, 3.126], [-5.279, -4.776, 2.020], [-5.310, -3.612, 1.052], [-6.006, -3.753, 0.065], [-4.513, -2.436, 1.361], [-3.768, -2.438, 2.482], [-3.715, -3.613, 3.425], [-2.955, -3.531, 4.392], [-2.999, -1.406, 2.845], [-6.049, -5.790, 1.666], [-4.489, -5.609, 3.812], [-4.553, -1.598, 0.671], [-2.576, -1.675, 3.683], [-6.472, -5.512, 0.825], [-0.817, 6.806, 7.441], [-1.871, 7.295, 7.757], [-2.775, 7.546, 6.785], [-4.121, 7.949, 7.051], [-4.238, 9.445, 7.252], [-2.173, 7.700, 9.183], [-4.533, 7.385, 7.889], [-4.682, 7.649, 6.168], [-3.672, 9.780, 8.121], [-5.281, 9.729, 7.392], [-3.843, 9.972, 6.384], [-1.744, 8.684, 9.365], [-1.696, 6.980, 9.843], [-3.231, 7.718, 9.429], [5.073, -2.685, 5.307], [-6.336, -0.151, -0.626], [-6.789, -0.664, 0.404], [-5.156, -0.423, -0.970], [-7.014, 0.624, -1.307], [2.518, 3.322, -7.805], [2.605, 2.434, -6.593], [2.306, 1.258, -6.635], [3.086, 3.073, -5.308], [2.164, 2.752, -8.659], [1.824, 4.143, -7.620], [3.501, 3.732, -8.041], [2.416, 3.886, -5.021], [4.091, 3.473, -5.441], [3.103, 2.329, -4.515], [-1.730, 0.841, -1.388], [0.582, 3.386, -11.760], [1.452, 3.569, -10.924], [-0.105, 2.240, -11.903], [-1.130, 2.074, -12.916], [0.197, 1.134, -11.009], [0.284, 4.166, -12.482], [-2.090, 1.848, -12.449], [-0.867, 1.258, -13.591], [-1.229, 2.990, -13.494], [0.027, 1.429, -9.973], [1.243, 0.843, -11.109], [-0.439, 0.287, -11.253]],
  "atomic_forces_ev_per_a": [[-0.219, -0.624, 0.353], [-3.672, -0.017, -0.478], [-1.405, 1.070, 1.203], [0.445, -0.880, -0.226], [0.071, 0.529, 0.001], [0.191, -0.322, 0.195], [-0.510, 0.271, -0.782], [0.006, 0.185, 0.412], [0.295, -0.263, -0.753], [-1.685, -0.768, 0.281], [0.753, -0.704, -0.753], [-0.251, 0.606, -0.449], [-0.641, 0.124, 1.205], [0.376, 0.267, -0.468], [0.004, -0.591, -0.102], [0.450, -0.122, -0.455], [0.477, 0.285, 1.850], [0.108, -0.210, 0.393], [-0.173, -0.146, -0.994], [-0.337, -0.177, -0.878], [1.507, 0.886, 0.597], [-1.021, 0.335, 0.733], [0.739, 0.480, -0.611], [0.083, 0.442, -0.103], [-0.006, 0.151, -0.160], [-0.011, 0.397, 0.185], [-0.253, 0.181, -0.146], [-0.081, 0.247, -0.202], [-0.254, -0.113, -0.103], [0.264, -0.185, -0.082], [0.107, 0.013, 0.324], [0.501, -0.661, 0.597], [0.135, -0.233, 0.254], [0.330, 0.064, -0.090], [-0.335, -0.066, -0.013], [-0.614, 0.215, -0.022], [0.076, 0.243, -0.179], [-0.027, 0.275, 0.030], [0.092, 0.349, 0.068], [0.295, -0.102, 0.015], [0.073, 0.004, -0.014], [0.116, 0.150, 0.130], [-0.315, 0.024, 0.127], [0.250, 0.058, 0.010], [-0.016, -0.087, -0.138], [-0.220, -0.161, -0.039], [0.188, 0.028, -0.034], [-0.179, -0.019, -0.025], [0.185, -0.019, 0.004], [-0.084, -0.120, -0.110], [0.010, -0.028, -0.035], [-0.008, 0.028, 0.026], [-0.013, -0.203, 0.123], [0.000, 0.041, 0.030], [0.091, -0.200, -0.411], [-0.161, 0.045, -0.110], [1.349, -1.573, -0.851], [0.199, 0.018, 0.178], [5.173, 2.202, -2.997], [-0.153, 0.016, 0.021], [0.079, 0.078, 0.032], [-0.001, -0.088, 0.114], [0.033, -0.023, -0.080], [0.048, -0.046, -0.031], [0.166, -0.015, 0.269], [-0.043, -0.068, 0.091], [0.065, 0.344, -0.028], [0.084, -0.200, 0.080], [0.334, -0.025, 0.180], [-0.327, -0.029, -0.427], [0.395, -0.020, 0.365], [-0.866, 0.146, -0.573], [-0.033, -0.025, 0.050], [-0.094, -0.046, -0.137], [-0.023, -0.013, -0.016], [-0.141, -0.054, 0.015], [-0.031, 0.061, 0.021], [0.029, 0.042, 0.021], [-0.339, 0.112, 0.087], [0.285, 0.086, -0.020], [0.090, -0.180, -0.045], [-0.180, 0.134, 0.061], [0.161, 0.032, 0.036], [-0.207, -0.319, -0.002], [0.043, 0.007, 0.043], [0.077, -0.057, -0.054], [-0.050, -0.019, 0.052], [-0.017, -0.012, -0.014], [-0.048, -0.010, -0.046], [0.007, 0.019, -0.010], [0.167, 0.050, -0.029], [-0.007, 0.129, -0.060], [4.697, -1.560, -0.701], [-0.472, 0.259, 0.214], [-0.120, -0.094, 0.214], [1.094, 0.046, -0.328], [0.042, 0.072, -0.185], [-0.084, -0.328, -0.014], [-0.001, -0.066, -0.031], [0.028, 0.166, 0.072], [-0.075, -0.268, 0.045], [-0.005, 0.039, -0.058], [0.113, 0.104, 0.010], [-0.034, 0.140, 0.055], [0.089, 0.103, -0.057], [-0.041, 0.133, -0.018], [0.002, -0.019, 0.002], [-7.186, -0.349, 4.280], [0.176, 0.131, 0.098], [-0.162, -0.057, -0.110], [-0.098, -0.066, -0.067], [0.097, -0.116, 0.169], [0.068, 0.155, -0.004], [0.007, -0.026, 0.022], [-0.040, 0.010, -0.055], [-0.045, 0.011, -0.051], [0.015, 0.035, -0.002], [0.004, -0.045, 0.024], [0.009, -0.037, 0.029], [-0.032, -0.001, -0.029]],
  "lowdin_charge": [-0.056, -0.280, -0.832, -0.035, -0.422, -0.049, -0.044, 0.004, -0.142, -0.389, -0.098, 0.089, -0.664, 0.119, 0.158, 0.086, 0.525, -0.126, -0.125, -0.136, -0.044, 0.046, 0.082, 0.056, 0.084, 0.103, 0.086, 0.046, 0.086, 0.086, 0.082, 0.052, 0.081, 0.114, 0.080, 0.106, 0.094, -0.038, 0.080, 0.072, 0.075, -0.231, -0.305, 0.118, 0.087, -0.242, -0.312, 0.043, 0.037, 0.128, 0.135, 0.142, 0.051, 0.127, -1.934, 0.653, 0.614, 0.646, 0.496, -1.651, 0.656, 0.602, 0.582, -0.049, 0.066, -0.235, -0.294, 0.121, 0.081, -0.222, -0.294, 0.053, 0.066, 0.111, 0.132, 0.092, 0.092, 0.121, 0.070, -0.538, -0.047, -0.236, -0.064, 0.015, 0.115, 0.125, 0.067, 0.082, 0.084, 0.096, 0.091, 0.069, 1.022, -0.633, -0.038, -0.133, -0.044, -0.019, -0.497, 0.023, -0.021, 0.056, 0.093, 0.093, 0.086, 0.087, 0.057, 0.618, -0.346, 0.001, -0.198, -0.057, -0.038, 0.134, 0.090, 0.090, 0.082, 0.089, 0.094, 0.085],
  "homo_lumo_gap_ev": 5.02,
  "charge": 0
}

---

[2]
{
  "formula": "C4H8O2S",
  "method": "ωB97M-V/def2-TZVPD",
  "elements": ["C", "O", "C", "C", "C", "O", "S", "H", "H", "H", "H", "H", "H", "H", "H"],
  "coordinates": [[1.213, -1.408, 0.475], [0.391, -1.174, -0.578], [0.076, 0.313, -0.572], [0.723, 1.303, 0.036], [-1.411, 0.382, -0.102], [-2.135, 1.237, 0.317], [-2.148, -1.269, -0.068], [1.438, -2.522, 0.545], [0.717, -0.908, 1.419], [2.271, -0.941, 0.156], [-0.049, 0.672, -1.694], [-0.103, 1.992, -0.295], [0.843, 1.186, 1.175], [1.679, 1.669, -0.591], [-3.506, -0.531, -0.223]],
  "atomic_forces_ev_per_a": [[2.864, 0.094, 1.380], [-1.206, 2.968, -1.362], [-5.637, -6.005, -6.076], [5.237, 6.040, 2.335], [-1.322, -3.070, 0.765], [1.419, 1.666, -0.648], [-2.969, 1.410, -1.087], [-0.727, 1.399, 0.305], [1.566, -1.435, -1.158], [-1.864, -0.694, 1.534], [0.304, -1.513, 1.691], [1.374, 1.113, 1.453], [0.007, 0.753, -1.841], [-1.728, -0.815, 2.023], [2.680, -1.912, 0.686]],
  "lowdin_charge": [-0.183, -0.275, -0.458, -0.121, -0.730, -0.001, 0.787, 0.109, 0.120, 0.130, 0.203, 0.120, 0.136, 0.155, 0.009],
  "smiles": "CO[C@H](C)C(=O)S",
  "homo_lumo_gap_ev": 9.77,
  "charge": 0
}

---

[3]
{
  "formula": "C10H15NSi",
  "method": "ωB97M-V/def2-TZVPD",
  "elements": ["C", "C", "C", "C", "C", "C", "C", "C", "C", "C", "N", "Si", "H", "H", "H", "H", "H", "H", "H", "H", "H", "H", "H", "H", "H", "H", "H"],
  "coordinates": [[3.326, 0.046, 1.324], [2.942, -1.155, 0.848], [2.519, 1.130, 1.024], [1.777, -1.370, 0.062], [1.419, 1.055, 0.130], [0.968, -0.281, -0.214], [0.859, 2.308, -0.218], [-0.673, -1.715, -1.312], [-2.788, 1.000, -1.434], [-2.587, -0.200, 1.529], [-0.378, -0.429, -0.734], [-1.674, 0.452, 0.046], [4.301, 0.087, 1.685], [3.667, -1.936, 0.726], [2.870, 2.197, 1.139], [1.432, -2.443, -0.326], [1.120, 3.267, 0.376], [0.329, 2.478, -1.096], [-1.718, -1.869, -1.492], [0.029, -2.236, -2.032], [-0.672, -2.413, -0.361], [-3.033, 0.130, -2.060], [-3.754, 1.364, -1.155], [-2.161, 1.841, -1.964], [-3.359, -1.044, 1.256], [-1.632, -0.695, 2.119], [-3.128, 0.431, 2.133]],
  "atomic_forces_ev_per_a": [[-1.325, 0.680, -0.618], [-0.592, -2.273, -2.400], [0.629, 1.937, -1.088], [-0.775, -1.249, -0.179], [0.670, -0.637, 1.506], [-1.359, 0.438, -0.136], [-0.118, 0.935, 1.941], [0.371, -2.979, 3.313], [1.786, 0.534, -0.040], [2.267, -4.869, -0.795], [1.677, 0.638, -0.436], [-0.427, 2.190, -1.375], [1.323, 0.627, 1.066], [0.307, -0.516, 0.811], [-0.228, -1.418, 0.517], [1.171, 2.565, 1.137], [-0.331, -1.972, -1.021], [-0.936, 0.046, -1.426], [-0.559, 0.545, -1.186], [-0.826, 1.334, 0.462], [0.469, 0.300, -1.612], [0.534, 0.284, -0.331], [-0.490, 0.647, 0.435], [-1.422, -1.816, 0.612], [1.608, 1.162, 0.423], [-2.655, 0.998, -0.951], [-0.768, 1.871, 1.372]],
  "lowdin_charge": [-0.110, -0.120, -0.054, -0.039, -0.290, -0.238, 0.043, -0.157, -0.218, -0.241, -0.231, 0.684, 0.086, 0.094, 0.120, 0.132, 0.095, 0.007, 0.053, 0.108, 0.104, 0.010, -0.008, 0.055, 0.062, 0.086, -0.035],
  "homo_lumo_gap_ev": [7.01, 6.37],
  "charge": 0
}

---

[4]
{
  "formula": "C5H12N",
  "method": "ωB97M-V/def2-TZVPD",
  "elements": ["C", "C", "C", "C", "N", "C", "H", "H", "H", "H", "H", "H", "H", "H", "H", "H", "H", "H"],
  "coordinates": [[-2.171, 0.733, -0.100], [-1.461, -0.671, -0.198], [-0.034, -0.569, 0.426], [1.081, -1.337, -0.084], [1.025, 0.099, -0.326], [2.010, 1.008, 0.260], [-3.007, 0.815, -0.739], [-1.410, 1.477, -0.409], [-2.560, 0.877, 0.931], [-1.473, -0.901, -1.255], [-2.054, -1.477, 0.163], [-0.286, -0.301, 1.476], [1.810, -1.478, 0.650], [1.215, -2.090, -0.841], [0.469, 0.135, -1.207], [2.241, 0.712, 1.245], [3.030, 0.895, -0.288], [1.575, 2.073, 0.298]],
  "atomic_forces_ev_per_a": [[1.407, -1.007, 1.418], [0.520, 2.320, -1.252], [-4.189, -1.210, 1.351], [1.152, -0.781, 1.411], [-1.934, -0.523, -1.750], [1.139, 2.132, -2.052], [-0.821, -0.065, -0.862], [-0.682, 0.019, 0.439], [0.553, 0.333, -0.556], [0.734, -0.144, -0.624], [-0.159, -0.624, 1.140], [1.575, -0.252, -0.470], [1.163, -0.523, 1.134], [-0.839, 0.245, -0.690], [1.730, 1.766, -0.095], [-0.253, -0.602, 1.269], [-2.032, 0.584, 0.530], [0.936, -1.666, -0.342]],
  "lowdin_charge": [-0.063, -0.166, -0.213, 0.000, -0.064, 0.025, 0.061, 0.078, 0.093, 0.109, 0.111, 0.185, 0.115, 0.152, 0.205, 0.083, 0.149, 0.141],
  "smiles": "CC[C@H]1C[N@@H+]1C",
  "homo_lumo_gap_ev": 13.26,
  "charge": 1
}

---

[5]
{
  "formula": "C3H5NO2S",
  "method": "ωB97M-V/def2-TZVPD",
  "elements": ["C", "C", "C", "N", "O", "O", "S", "H", "H", "H", "H", "H"],
  "coordinates": [[1.559, -0.691, -0.194], [0.883, -1.487, 0.558], [-0.066, 0.841, -0.945], [-2.129, 0.676, 0.803], [-1.951, -1.274, -1.049], [1.209, 0.457, -0.967], [-1.282, -0.323, -0.080], [2.624, -0.713, -0.215], [1.004, -2.352, 1.130], [-0.289, 1.514, -0.093], [-0.409, 1.299, -1.843], [-3.041, 0.446, 1.079]],
  "atomic_forces_ev_per_a": [[1.237, 1.058, -0.238], [-3.441, 2.626, -1.243], [-2.175, 1.208, 3.449], [3.711, -0.807, -1.825], [1.231, 1.738, 2.310], [1.082, -2.063, 0.277], [-1.366, -1.825, -1.780], [0.792, -0.291, -0.340], [0.033, -0.897, 0.620], [0.783, 0.684, -0.590], [-0.479, -0.363, -0.888], [-1.408, -1.068, 0.249]],
  "lowdin_charge": [-0.229, 0.107, -0.308, -0.233, -0.448, -0.089, 0.866, 0.113, 0.038, 0.083, 0.117, -0.017],
  "homo_lumo_gap_ev": [7.88, 7.90],
  "charge": 0
}

---

- What is the formula in the fourth record?
  C5H12N